Formula: C4H10Cl2OSi2
Source: the OMol25 dataset
Level of theory: wB97M-V/def2-TZVPD

Computed properties:
Kohn-Sham gap = 10.92 eV
2S+1 = 1
HOMO energy = -10.4 eV
LUMO = 0.5 eV
SMILES = C=C[Si](C)(C)Cl.O=[SiH]Cl

XYZ file:
```
19
Properties=species:S:1:pos:R:3:forces:R:3:lowdin_charge:R:1
C 1.774 2.146 -1.493 1.0 -3.7 -1.6 -0.05
C 1.310 0.955 -1.148 -1.2 -1.7 1.7 -0.24
Si 0.116 0.351 0.319 -0.7 2.9 -0.5 0.22
C -1.744 0.220 -0.237 1.4 -2.4 0.7 -0.19
C 0.326 1.612 1.761 0.6 0.9 -1.1 -0.23
Cl 0.722 -1.465 1.020 0.3 -0.6 0.0 0.37
H 2.483 1.985 -2.293 0.2 1.1 -0.3 0.05
H 1.629 3.050 -1.077 -0.7 2.9 1.4 0.01
H 1.725 0.117 -1.728 -0.3 0.2 0.1 0.05
H -2.356 1.049 -0.054 -0.6 1.6 0.4 0.00
H -1.773 0.008 -1.296 0.0 -0.1 -0.4 0.02
H -2.254 -0.642 0.287 0.7 0.7 -0.5 0.04
H 0.470 2.625 1.178 -0.5 -1.7 1.4 0.06
H -0.495 1.652 2.489 -0.1 0.2 -0.6 0.02
H 1.217 1.463 2.406 -0.2 0.0 -0.8 0.02
O -2.331 -3.607 0.319 -1.3 0.2 0.1 -0.41
Si -0.867 -3.768 0.074 0.2 0.0 1.9 -0.07
Cl -0.031 -3.712 -1.674 1.0 0.0 -1.8 0.39
H 0.081 -4.041 1.146 0.1 -0.5 -0.1 -0.06
```
Positions in Å, forces in eV/Å.

***

Formula: C24H16Cl2FeN6O3S2
Source: the OMol25 dataset
Level of theory: wB97M-V/def2-TZVPD

Computed properties:
Kohn-Sham gap (alpha / beta) = 5.75 / 5.87 eV
2S+1 = 5
Relative energy (zero: lowest compared OMol25 entry of this formula, charge and spin) = 118.73 kJ/mol
HOMO energy (alpha / beta) = -1.7 / -1.8 eV
LUMO (alpha / beta) = 4.0 / 4.0 eV
Charge = -2

XYZ file:
```
54
Properties=species:S:1:pos:R:3:forces:R:3:lowdin_charge:R:1
Fe -0.600 0.623 0.459 -0.5 0.5 0.3 0.49
Cl -1.900 7.056 0.796 -0.1 0.7 0.0 0.63
C -2.227 5.427 1.189 -1.3 -2.5 0.2 -0.73
C -1.167 4.586 1.535 0.3 0.0 -0.2 -0.06
C -1.325 3.210 1.613 -2.8 0.5 -0.4 -0.23
N -0.395 2.256 1.717 5.0 0.1 0.7 0.01
C 0.854 2.550 2.249 -3.8 1.2 0.8 -0.43
O 1.066 3.512 3.019 1.0 -0.9 -0.8 0.00
C 1.841 1.522 1.902 0.2 -0.7 -0.8 -0.18
C 3.158 1.642 2.302 0.1 -0.4 0.2 -0.02
C 4.105 0.727 1.888 -0.1 -0.7 -0.6 -0.05
C 3.653 -0.275 0.986 1.2 -0.1 -0.5 -0.05
C 2.312 -0.334 0.619 -0.4 0.6 0.7 -0.10
N 1.404 0.539 1.093 1.4 -0.3 0.4 0.04
C -2.621 2.608 1.326 1.9 2.2 -0.2 -0.23
C -3.719 3.425 1.219 -0.1 0.9 0.1 -0.04
C -3.515 4.823 1.102 1.0 -0.1 0.6 -0.68
Cl -4.903 5.840 0.997 -0.6 0.4 -0.2 0.60
N -2.470 1.323 1.012 -1.2 -3.2 0.1 0.02
C -3.469 0.455 0.805 -0.7 3.6 0.6 -0.46
O -4.681 0.746 0.841 0.0 -0.9 0.0 0.00
C -3.019 -0.904 0.614 -0.2 -1.9 -1.2 -0.21
C -3.949 -1.878 0.271 0.7 -0.6 0.7 0.02
C -3.491 -3.204 0.321 -1.1 -0.5 -1.2 -0.06
C -2.165 -3.486 0.611 1.1 1.3 0.9 -0.07
C -1.254 -2.424 0.843 -1.6 0.6 -1.9 -0.09
N -1.717 -1.166 0.704 1.0 -0.7 1.4 0.04
H -0.162 4.972 1.607 0.0 0.2 0.1 0.10
H 3.373 2.451 2.956 0.2 0.5 0.4 0.10
H 5.153 0.810 2.266 -0.9 -0.2 -0.6 0.11
H 4.360 -0.945 0.438 -0.6 0.5 0.8 0.10
H 1.850 -1.068 -0.030 0.6 -0.2 -0.3 0.07
H -4.656 2.885 1.241 -0.3 0.7 -0.5 0.09
H -4.947 -1.517 0.033 0.1 -0.4 0.1 0.12
H -4.167 -4.042 -0.016 0.8 1.0 0.6 0.12
H -1.764 -4.464 0.683 0.0 -0.9 -0.1 0.08
H -0.160 -2.480 0.834 -0.5 -0.5 0.3 0.09
S -2.674 0.814 -3.794 0.4 0.1 0.3 0.46
C -1.461 0.200 -2.804 -0.1 0.4 0.1 -1.20
S -0.524 1.265 -1.716 -0.1 -0.3 -1.2 0.52
C -1.139 -1.179 -2.890 0.7 0.4 0.1 -0.45
C -1.608 -1.942 -3.966 -0.9 -0.5 -0.2 -0.34
N -2.030 -2.636 -4.787 0.1 -0.2 -0.4 0.10
C -0.096 -1.829 -2.219 2.7 -1.8 1.7 -0.25
N 0.760 -2.489 -1.711 -2.4 2.0 -1.2 0.11
C 4.771 -2.889 -2.948 0.2 -0.7 0.0 -0.10
C 4.016 -3.270 -1.689 0.0 -0.2 -0.5 -0.33
O 4.988 -3.232 -0.642 -0.4 0.1 1.4 -0.13
H 4.162 -2.999 -3.845 0.0 -0.3 0.1 0.08
H 5.686 -3.516 -2.995 -0.5 0.2 -0.2 0.08
H 5.088 -1.870 -2.937 0.3 0.9 0.2 0.06
H 3.686 -4.313 -1.834 -0.3 0.3 0.3 0.11
H 3.148 -2.612 -1.505 0.4 -0.4 0.0 0.07
H 4.543 -3.312 0.232 0.3 0.1 -1.1 0.09
```
Positions in Å, forces in eV/Å.

***

Formula: C4H7NO
Source: the OMol25 dataset
Level of theory: wB97M-V/def2-TZVPD

Computed properties:
Kohn-Sham gap = 10.07 eV
2S+1 = 1
Relative energy (zero: lowest compared OMol25 entry of this formula, charge and spin) = 289.07 kJ/mol
HOMO energy = -9.2 eV
LUMO = 0.9 eV
SMILES = [H]/N=C\C.C=C=O

XYZ file:
```
13
Properties=species:S:1:pos:R:3:forces:R:3:lowdin_charge:R:1
H -0.871 0.838 0.837 2.0 1.0 -0.6 0.09
N 0.216 0.876 0.676 -4.0 0.8 -0.6 0.08
C 0.628 0.024 1.476 1.3 -0.7 0.7 -0.40
C -0.093 -0.802 2.442 -1.3 -2.0 -0.6 -0.10
H 1.627 -0.250 1.337 2.1 -0.3 0.2 0.08
H 0.476 -1.161 3.337 -0.5 0.6 -0.8 0.08
H -0.309 -1.740 1.773 0.0 1.3 1.5 0.12
H -1.047 -0.294 2.684 0.4 -0.6 0.2 0.08
C 0.185 0.704 -3.346 1.1 -0.4 1.4 -0.01
C -0.638 0.024 -2.571 -1.1 0.7 1.5 -0.27
O -1.321 -0.442 -1.727 1.2 0.2 -2.0 0.12
H -0.036 1.452 -4.087 -0.4 -0.4 -0.2 0.05
H 1.182 0.770 -2.831 -0.9 -0.2 -0.7 0.08
```
Positions in Å, forces in eV/Å.

***

Formula: HgI3O8S2
Source: the OMol25 dataset
Level of theory: wB97M-V/def2-TZVPD

Computed properties:
Kohn-Sham gap = 1.92 eV
2S+1 = 1
HOMO energy = 3.9 eV
LUMO = 5.8 eV
Charge = -5

XYZ file:
```
14
Properties=species:S:1:pos:R:3:forces:R:3:lowdin_charge:R:1
Hg -3.165 18.156 14.881 -0.1 0.0 0.0 0.27
S 0.067 21.051 18.983 2.4 2.1 3.7 0.30
O -0.980 20.445 18.201 -0.4 -2.0 -2.3 -0.26
O -0.925 21.785 19.850 0.0 1.2 0.8 -0.32
O 0.797 20.151 20.022 -0.8 1.7 -3.4 -0.45
O 0.925 22.072 18.237 -1.1 -2.8 1.5 -0.44
S -8.298 20.151 16.939 -2.2 1.0 2.2 0.21
O -9.163 20.758 15.907 0.5 -1.5 0.4 -0.42
O -6.893 20.147 16.657 2.9 0.5 -1.4 -0.24
O -8.465 20.963 18.193 -0.2 0.0 -0.1 -0.37
O -8.480 18.730 17.371 -1.3 0.3 -0.9 -0.30
I -3.681 14.339 17.829 0.0 -0.4 0.2 -0.98
I 0.556 18.184 11.802 0.4 0.0 -0.3 -1.02
I -6.421 17.975 11.405 -0.2 -0.1 -0.4 -0.97
```
Positions in Å, forces in eV/Å.

***

Formula: C4H11N2S
Source: the OMol25 dataset
Level of theory: wB97M-V/def2-TZVPD

Computed properties:
Kohn-Sham gap (alpha / beta) = 9.62 / 6.59 eV
2S+1 = 2
Relative energy (zero: lowest compared OMol25 entry of this formula, charge and spin) = 59.21 kJ/mol
HOMO energy (alpha / beta) = -8.7 / -8.7 eV
LUMO (alpha / beta) = 0.9 / -2.1 eV

XYZ file:
```
18
Properties=species:S:1:pos:R:3:forces:R:3:lowdin_charge:R:1
C 0.193 -1.197 0.020 -0.1 0.1 0.5 -0.25
N 0.167 -0.499 1.326 -0.6 0.2 -0.9 -0.07
C 1.326 0.356 1.510 0.3 0.0 -0.6 -0.33
N 1.431 1.593 0.765 0.0 0.6 -0.6 0.01
C -1.051 -1.038 -0.885 1.0 -1.4 1.6 -0.28
C -1.251 0.317 -1.539 -1.5 -0.1 0.0 -0.61
S -2.137 1.584 -0.558 0.1 -0.6 -0.1 0.60
H 0.982 -0.826 -0.606 0.9 0.3 -0.2 0.09
H 0.477 -2.226 0.276 -0.5 -0.1 -0.6 0.11
H -0.704 0.026 1.348 0.2 0.2 0.4 0.06
H 2.194 -0.245 1.188 -0.2 0.2 0.5 0.12
H 1.423 0.648 2.546 0.0 -0.3 0.4 0.10
H 0.736 2.302 0.964 -0.1 -0.2 0.3 0.05
H 1.445 1.494 -0.242 0.1 -0.3 0.1 0.05
H -1.920 -1.326 -0.294 -0.4 0.4 0.0 0.10
H -0.960 -1.887 -1.579 0.0 0.6 -0.4 0.11
H -0.407 0.917 -1.883 0.3 -0.8 -0.4 0.05
H -1.944 0.007 -2.358 0.5 1.1 0.0 0.08
```
Positions in Å, forces in eV/Å.

***

Formula: C34H84N6O7
Source: the OMol25 dataset
Level of theory: wB97M-V/def2-TZVPD

Computed properties:
Kohn-Sham gap = 9.04 eV
2S+1 = 1
Relative energy (zero: lowest compared OMol25 entry of this formula, charge and spin) = 250.93 kJ/mol
HOMO energy = -8.4 eV
LUMO = 0.7 eV
SMILES = CC1(C)CCCC(C)(C)N1O.CC1(C)CCCC(C)(C)N1O.COC[C@H](C)N.COC[C@H](C)N.COC[C@H](C)N.COC[C@H](C)N.O

XYZ file:
```
131
Properties=species:S:1:pos:R:3:forces:R:3:lowdin_charge:R:1
C 2.380 2.587 -2.118 0.3 -1.8 0.2 -0.01
C 1.524 1.410 -2.674 0.0 1.2 3.0 -0.54
C 1.296 0.408 -1.499 1.3 0.0 -0.4 0.00
C 0.204 1.942 -3.140 -0.6 0.9 -1.3 -0.14
C -0.452 0.922 -4.089 0.1 -0.1 0.8 -0.17
C 0.437 0.564 -5.268 -0.7 0.3 -1.3 -0.13
C 1.698 -0.081 -4.740 -0.3 0.3 -0.2 -0.54
C 1.375 -1.461 -4.170 0.7 -1.5 -0.3 -0.04
C 2.799 -0.279 -5.779 -1.5 0.8 -1.2 -0.03
N 2.204 0.932 -3.815 2.6 -1.1 -0.4 -0.07
O 3.565 0.572 -3.474 -0.1 0.1 0.4 -0.07
H 2.563 3.190 -2.944 0.5 1.4 -1.6 0.06
H 1.854 3.219 -1.402 0.1 -0.4 0.5 0.09
H 3.377 2.154 -1.852 -0.9 0.8 0.5 0.08
H 0.354 0.681 -1.072 -0.6 -0.2 0.6 0.07
H 1.271 -0.588 -1.915 -0.3 -0.3 0.3 0.04
H 2.094 0.417 -0.713 -0.7 0.1 -0.7 0.07
H -0.503 2.404 -2.391 0.8 -1.1 -0.2 0.13
H 0.430 2.833 -3.764 0.0 -0.4 0.0 0.13
H -0.673 -0.054 -3.634 -0.3 0.6 0.5 0.09
H -1.371 1.398 -4.314 -1.1 0.0 -0.9 0.10
H 0.616 1.462 -5.920 0.2 -0.8 0.6 0.14
H -0.034 -0.225 -5.884 -0.2 0.5 0.1 0.13
H 1.308 -2.239 -5.025 0.0 1.3 1.3 0.12
H 0.444 -1.526 -3.568 0.8 -0.1 -0.3 0.07
H 2.291 -1.719 -3.579 -1.0 -0.3 -0.2 0.09
H 2.439 -0.664 -6.750 -0.1 -0.2 0.6 0.10
H 3.590 -0.842 -5.393 1.0 -1.1 0.4 0.06
H 3.203 0.682 -5.997 0.4 0.9 -0.2 0.08
H 3.644 -0.067 -2.724 -0.5 0.3 -0.5 0.07
C -0.478 -1.687 1.182 -1.1 1.8 0.1 -0.04
C -0.083 -2.791 2.132 -0.2 -1.4 -0.8 -0.47
C -0.468 -2.490 3.612 -0.5 -1.5 -0.2 -0.02
C -0.767 -4.134 1.686 -0.3 1.0 0.9 -0.14
C -0.227 -4.783 0.465 0.6 0.6 -2.0 -0.18
C 1.286 -5.007 0.564 -1.7 0.4 0.5 -0.14
C 2.014 -3.755 0.957 0.6 0.8 -0.3 -0.53
C 3.389 -4.205 1.481 -0.9 -1.0 0.6 -0.03
C 2.122 -2.879 -0.309 1.1 -1.5 -0.3 -0.02
N 1.363 -3.111 2.096 -1.1 -0.2 0.7 -0.11
O 2.025 -1.917 2.436 1.0 0.1 1.2 -0.04
H 0.123 -0.771 1.301 0.4 -0.6 -0.1 0.07
H -0.509 -1.948 0.097 -0.1 0.1 0.9 0.08
H -1.459 -1.264 1.538 0.4 -0.7 -0.7 0.07
H -0.337 -1.502 3.994 0.6 0.9 -0.2 0.07
H -1.523 -2.721 3.857 0.3 0.0 -0.6 0.08
H 0.094 -3.206 4.224 0.1 0.3 0.0 0.09
H -0.730 -4.782 2.528 0.7 -1.0 0.9 0.11
H -1.833 -4.052 1.619 -0.8 0.8 -0.4 0.11
H -0.675 -5.740 0.267 -0.5 -0.5 0.2 0.11
H -0.480 -4.214 -0.475 0.2 -0.2 0.9 0.12
H 1.651 -5.347 -0.400 0.3 -0.5 0.2 0.13
H 1.370 -5.695 1.394 0.5 -0.7 -0.1 0.12
H 3.828 -4.782 0.675 0.8 0.3 -0.2 0.08
H 3.157 -5.008 2.250 0.5 1.2 -0.4 0.10
H 4.005 -3.393 1.897 -0.1 -0.5 -0.4 0.07
H 2.465 -1.914 -0.052 0.5 1.2 0.2 0.04
H 1.188 -2.784 -0.834 -0.4 -0.1 -0.2 0.05
H 2.870 -3.372 -0.999 -0.8 0.6 0.6 0.11
H 2.307 -2.108 3.362 -0.2 0.5 -1.0 0.13
C 6.451 3.550 0.251 0.9 -1.1 -3.6 -0.10
O 5.666 2.438 -0.192 0.7 -1.2 1.6 -0.24
C 6.103 1.187 0.454 -1.4 0.3 -0.5 -0.16
C 5.183 0.059 -0.139 -1.5 2.2 0.4 -0.47
C 5.258 -1.125 0.772 -0.7 -1.0 0.9 -0.08
N 5.495 -0.262 -1.515 2.5 1.0 -1.5 0.02
H 6.131 4.311 -0.439 0.0 0.7 0.0 0.08
H 7.490 3.296 -0.070 -0.3 0.5 0.8 0.10
H 6.373 3.910 1.233 -0.3 -0.1 1.7 0.07
H 7.169 0.881 0.244 -0.8 0.7 0.0 0.13
H 5.960 1.329 1.553 0.1 -0.4 -0.7 0.13
H 4.104 0.449 -0.229 1.5 -0.3 0.8 0.12
H 4.716 -0.987 1.750 0.6 0.3 -1.0 0.10
H 6.305 -1.352 1.000 0.0 -0.2 0.0 0.08
H 4.784 -2.015 0.332 0.3 0.3 -0.1 0.06
H 5.683 0.645 -2.100 -0.7 -2.0 1.5 0.13
H 6.449 -0.703 -1.488 -1.1 0.2 -0.4 0.10
C -3.965 -0.846 3.490 -0.6 -0.9 -0.4 -0.11
O -5.207 -0.549 2.874 -0.3 0.5 0.9 -0.22
C -6.056 0.382 3.585 0.4 -0.4 -0.3 -0.17
C -6.778 1.259 2.500 1.9 -0.7 1.3 -0.45
C -5.761 2.129 1.782 0.0 -0.9 -0.2 -0.06
N -7.810 2.062 3.111 -2.9 -1.2 -0.6 0.03
H -3.943 -1.412 4.441 -0.7 0.0 -0.3 0.10
H -3.439 0.044 3.686 0.9 1.3 0.1 0.07
H -3.469 -1.430 2.729 0.5 -0.2 0.0 0.06
H -6.765 -0.251 4.165 0.1 0.7 -0.3 0.12
H -5.472 1.012 4.325 -0.4 -0.5 -0.9 0.14
H -7.168 0.538 1.808 -0.6 -0.3 -0.4 0.13
H -5.531 2.888 2.479 0.9 1.0 0.8 0.06
H -6.173 2.657 0.934 -0.3 -0.1 -0.4 0.08
H -4.878 1.539 1.487 -0.3 0.4 0.1 0.06
H -7.789 2.089 4.120 0.7 0.1 0.3 0.06
H -8.684 1.478 2.969 1.0 1.3 0.1 0.10
C -1.223 2.020 1.770 0.8 -1.5 0.4 -0.13
O -1.445 2.927 2.796 0.1 0.0 0.5 -0.16
C -0.273 3.652 3.121 1.3 -0.8 0.2 -0.24
C -0.528 5.105 3.009 -0.3 -0.3 -1.7 -0.49
C 0.768 5.827 3.202 0.4 -0.7 0.8 -0.07
N -1.520 5.468 4.015 -1.4 1.6 -0.4 0.04
H -1.209 2.469 0.807 0.2 0.7 -1.1 0.08
H -1.972 1.246 1.728 -0.7 -0.1 0.3 0.07
H -0.275 1.464 1.928 -0.2 0.3 -0.1 0.09
H 0.082 3.468 4.143 -0.4 -0.4 0.1 0.14
H 0.605 3.373 2.477 -0.9 0.1 0.2 0.12
H -0.821 5.163 1.924 -0.3 0.7 0.7 0.15
H 0.709 6.853 3.050 -0.5 2.0 -0.3 0.05
H 1.589 5.506 2.578 0.0 -0.5 -0.3 0.08
H 1.064 5.701 4.232 0.3 -0.1 0.5 0.09
H -1.653 6.506 4.023 0.4 -1.1 0.0 0.09
H -2.479 5.132 3.774 1.3 -0.1 0.1 0.09
C -4.531 -1.883 -4.420 -0.5 0.2 0.4 -0.12
O -3.347 -1.609 -3.721 0.0 0.2 0.5 -0.18
C -3.456 -2.197 -2.420 0.7 0.3 0.1 -0.20
C -4.334 -1.420 -1.446 -0.2 -0.7 1.1 -0.44
C -3.958 0.031 -1.403 0.0 1.6 0.7 -0.05
N -4.300 -2.097 -0.118 -0.2 -0.4 -0.3 0.05
H -5.399 -1.426 -3.921 0.1 -0.1 -0.3 0.09
H -4.635 -2.943 -4.414 -0.6 -1.1 -0.1 0.07
H -4.522 -1.600 -5.459 0.5 0.6 -0.3 0.09
H -3.863 -3.202 -2.500 0.2 -0.4 0.0 0.12
H -2.425 -2.217 -2.033 -0.2 -0.2 0.0 0.12
H -5.354 -1.563 -1.764 -0.5 0.4 -0.3 0.12
H -4.354 0.590 -2.260 0.2 -0.2 0.0 0.08
H -2.842 0.248 -1.368 -1.2 -0.5 0.2 0.09
H -4.480 0.451 -0.498 0.8 -0.1 -0.8 0.07
H -5.001 -1.936 0.643 1.0 0.4 -1.5 0.09
H -3.357 -2.114 0.220 0.3 0.0 0.5 0.03
O 2.912 2.274 1.545 -0.2 0.2 -0.6 -0.07
H 2.154 2.232 0.932 0.5 0.0 0.3 0.02
H 3.627 2.631 0.989 -0.1 -0.2 0.1 0.02
```
Positions in Å, forces in eV/Å.

***

| no. | calculated total energy (eV) | largest force on an atom (eV/A) |
| --- | --- | --- |
| 1 | -47159.6700 | 4.20 |
| 2 | -121336.2489 | 5.03 |
| 3 | -7796.6484 | 4.07 |
| 4 | -66513.8934 | 4.91 |
| 5 | -18139.9043 | 2.41 |
| 6 | -59886.5731 | 3.85 |